(1)
Density functional theory data (ωB97M-V/def2-TZVPD) for an isolated ion of composition C15H20NO3S and charge +1 at a distorted geometry.

Element x y z (Å)
1 C -1.78176 -2.45237 -1.86511
2 H 2.18666 1.25214 1.92061
3 H 2.03832 -1.61092 2.54013
4 O 0.10740 -3.66542 -0.69062
5 O -2.46249 0.53098 0.94747
6 H 2.17390 -2.92936 0.63130
7 C -1.91040 2.00610 -1.47717
8 H -2.67047 -2.24153 2.52204
9 C -0.67303 -1.33460 2.79368
10 H 1.43399 4.65625 -1.30135
11 N 0.32680 -1.28897 -0.85863
12 O -1.01770 1.54973 2.45821
13 C -1.08402 2.20476 -0.15268
14 H 0.68786 3.32102 0.91958
15 H -2.44502 -1.21950 4.19013
16 H 3.48077 -0.63910 1.98988
17 C 2.53902 -1.86401 0.37931
18 H -1.93544 -3.42142 -2.44120
19 H -2.81208 1.30463 -1.53239
20 C 0.53559 3.94249 -1.36392
21 H 0.02676 -0.54338 -1.50034
22 C -0.35704 -2.55569 -1.09631
23 H 2.25909 -0.36529 -1.25590
24 H 2.10861 -2.09754 -1.82034
25 H 1.06961 0.64878 0.60265
26 H 0.10697 4.28335 -3.66713
27 C 2.41507 -0.94997 1.66639
28 H 3.66358 -1.99162 0.13848
29 H -1.70366 -1.56343 -2.60232
30 C 1.81584 -1.39092 -0.95217
31 C -1.54284 1.37005 1.12702
32 H -2.02840 2.63976 -3.70878
33 C -2.00379 -1.60473 3.21520
34 C 1.52641 0.35701 1.60059
35 H -2.63549 -2.20289 -1.14828
36 C 0.12549 3.17429 -0.06115
37 C -1.44385 2.78546 -2.72844
38 C -0.21389 3.74899 -2.70838
39 S 0.11848 0.36348 2.85805
40 H -0.02483 -2.20660 2.43189

Forces on atoms 1 to 3 (eV/Å):
C 1.22 0.82 -0.04
H -1.43 -1.32 -0.19
H 0.67 1.07 -1.30

Calculated values
Charge ... +1
E ... -34331.820 eV
Maximum force ... 0.1109 Eh/bohr

=====

(2)
Density functional theory data (ωB97M-V/def2-TZVPD) for C15H21ClCoF5O2P2 as an isolated structure at a distorted geometry.

Element x y z (Å)
1 F -0.12827 2.60986 2.57410
2 F 0.03221 -2.18603 2.72182
3 C -0.33221 0.18757 2.15734
4 F -1.12307 -2.09546 4.97157
5 O 2.69054 0.30097 1.19474
6 P 0.02876 -2.05517 -0.16747
7 H 1.84713 3.47146 -0.41629
8 C 0.26046 -3.01258 -1.72420
9 H -0.70072 -3.01553 -2.26497
10 H -1.91479 -2.25656 1.29992
11 C -0.93982 -0.94086 4.30262
12 C 1.77184 0.20502 0.48075
13 C -1.03634 1.40258 4.22831
14 H -1.98910 2.38107 1.17644
15 H 1.65662 -2.82537 1.52831
16 H 0.43427 4.46028 0.22352
17 H 1.28438 3.23858 1.23252
18 H -1.60930 -3.78204 0.47193
19 H 0.16526 3.99426 -2.08886
20 Cl -1.47189 -0.14728 -2.49993
21 C -1.81343 2.75821 0.16547
22 H -0.62216 0.63358 -5.24179
23 C 0.12516 -0.20119 -3.37332
24 H 0.74765 2.43193 -2.67208
25 H 2.14478 -3.17244 -0.09952
26 H -0.43956 -1.09646 -5.24962
27 H 0.86580 -4.19513 0.68480
28 O 1.15524 -0.25720 -2.72066
29 H -1.05057 2.74463 -2.54233
30 H 0.64799 -4.04576 -1.53756
31 C -1.26191 0.23900 4.93442
32 H 1.04663 -0.12168 -5.29231
33 P -0.17234 2.18551 -0.40476
34 C -0.06463 2.90820 -2.08632
35 F -1.70137 0.25850 6.20041
36 C 1.28150 -3.17959 0.57524
37 C -1.60048 -2.69026 0.35032
38 H 1.01674 -2.50428 -2.35096
39 C 0.95337 3.47968 0.22511
40 C -0.54713 1.34835 2.91651
41 H -2.58363 2.31033 -0.47496
42 C -0.46951 -0.93769 2.98436
43 C 0.03179 -0.17314 -4.87060
44 Co 0.08085 0.08275 -0.10408
45 F -1.33089 2.57260 4.81426
46 H -2.33543 -2.35712 -0.39002
47 H -1.87804 3.85808 0.21331

Forces on atoms 1 to 3 (eV/Å):
F -0.89 -2.25 -0.01
F -1.05 2.17 -0.21
C 0.17 -0.01 0.23

Calculated values
Multiplicity ... 5
Charge ... +2
E ... -102284.226 eV
Maximum force ... 0.1704 Eh/bohr
ΔE to the lowest compared entry with this formula, charge and spin ... 0.0000 eV

=====

(3)
Density functional theory data (ωB97M-V/def2-TZVPD) for C15H21ClF5O2OsP2 as an isolated structure at a distorted geometry.

Element x y z (Å)
1 C -1.46141 -1.53220 0.29782
2 H 3.32572 -0.06710 -1.21096
3 C -1.35801 -2.91773 0.06155
4 H 0.78910 -2.98141 1.39529
5 C -0.34363 3.35419 0.75062
6 O -1.13482 -0.24527 -2.67492
7 H 3.38742 3.78713 1.14008
8 Cl 1.76471 1.09866 1.47644
9 H -0.90798 1.84811 2.98871
10 C -2.80394 -1.20221 0.63340
11 H 4.16564 3.60308 -0.44234
12 H 2.46583 -3.45067 -1.84640
13 H 2.18611 -1.96301 -2.78906
14 H -2.06905 3.14413 -1.16577
15 H -2.65373 2.06541 2.50524
16 H -1.92684 0.41754 2.57285
17 H 4.26061 2.21150 0.71995
18 C -3.81417 -2.13722 0.80647
19 F -4.66982 -4.37981 0.76988
20 H -3.16708 3.14372 0.24024
21 C -3.63659 -3.48032 0.64842
22 C 3.45448 -0.97059 -0.58909
23 H 0.27628 3.30891 -0.16175
24 Os 0.14307 -0.04975 0.12060
25 H -3.19658 1.81048 -0.93738
26 C 1.79945 -2.59910 -1.98944
27 H -1.05630 4.21711 0.70307
28 H 3.85259 -0.64155 0.39508
29 C -2.38174 -3.83945 0.26929
30 P 1.75380 -1.62958 -0.43960
31 H 2.21203 -3.74369 0.61343
32 P -1.23685 1.77063 0.62048
33 H 2.42744 -2.35052 1.75771
34 F -3.31769 0.06893 0.63002
35 C 3.61974 3.04840 0.36004
36 O 1.55971 2.46555 -1.04110
37 F -0.33011 -3.53154 -0.60570
38 C 2.34385 2.40311 -0.09849
39 C 1.79348 -2.78804 0.97211
40 C -0.62169 -0.15880 -1.57692
41 C -1.73218 1.48592 2.34614
42 F -5.06921 -1.66921 1.05323
43 C -2.55115 2.51532 -0.40806
44 H 0.83732 -2.97889 -2.32731
45 H 0.31629 3.35392 1.65428
46 F -2.15183 -5.13115 -0.02790
47 H 4.09722 -1.72559 -1.10168

Forces on atoms 1 to 3 (eV/Å):
C -0.65 -0.32 0.71
H 0.44 -0.41 -0.06
C 2.15 0.66 -1.56

Calculated values
Multiplicity ... 5
Charge ... +3
E ... -67110.316 eV
Maximum force ... 0.2170 Eh/bohr
ΔE to the lowest compared entry with this formula, charge and spin ... 1.4609 eV

=====

(4)
Density functional theory data (ωB97M-V/def2-TZVPD) for a 5-piece molecular cluster, C15H21ClNO18P overall.

Element x y z (Å)
1 H 2.40880 -4.34422 -4.57313
2 C 2.88752 3.02139 2.19444
3 P -5.05278 -0.54713 -0.62077
4 O -6.17465 -1.34745 -1.10926
5 H -5.53694 1.53517 -0.60670
6 H 4.76270 5.32185 3.41613
7 H 3.50872 -3.21937 -1.93941
8 O -3.04508 -1.94305 -2.48882
9 H 4.05351 1.12591 0.49196
10 C 0.47337 -0.33940 -0.65337
11 O -6.78759 -4.80339 0.14375
12 O 4.94411 7.67900 4.93570
13 H 3.51394 6.22616 5.28862
14 H -5.56556 -6.02618 -2.08306
15 C 1.47961 -1.97258 -3.39836
16 H 2.97274 7.63050 4.34073
17 C 3.36606 -3.14883 -3.01857
18 H 2.15938 -4.98278 -2.92956
19 O -4.13641 -1.24558 0.44610
20 C 3.71611 1.02810 1.52458
21 H 4.59512 1.22487 3.51275
22 C 5.71956 7.92191 3.85111
23 Cl 0.69858 1.37695 -0.98693
24 C 3.79518 6.93491 4.51498
25 O 1.10595 -3.26854 -3.39761
26 H 3.51198 6.16236 2.48326
27 C -5.60229 -4.19393 0.04423
28 O 2.53773 1.82206 1.69405
29 H -7.93485 -4.18438 -1.44648
30 H 4.31893 -3.26772 -3.52622
31 H -1.15871 -0.16677 -2.66217
32 C -7.28330 -5.01899 -1.18896
33 C -0.94139 -0.83912 -0.76027
34 H 3.48365 -0.01187 1.73355
35 O 6.65688 8.65160 3.84193
36 C 2.27828 -4.08069 -3.52257
37 O -5.02748 -3.67473 0.96489
38 O 0.72703 -1.05179 -3.44972
39 H 5.70901 1.66526 2.19459
40 H -0.88623 -1.91909 -0.92242
41 H -6.09965 -4.58845 -2.99174
42 O 4.18971 3.01356 2.57576
43 C -2.92458 -0.83874 -2.06336
44 O 1.40077 -1.00937 -0.33062
45 C 4.28336 6.28266 3.23628
46 H -1.40227 -0.65267 0.21436
47 O 5.27655 7.21699 2.78701
48 O 2.16361 3.96005 2.29219
49 H -7.83838 -5.95160 -1.22245
50 N -1.70711 -0.15660 -1.80327
51 C 4.67184 1.66521 2.51750
52 H -4.47828 -2.17552 0.54365
53 C -6.00245 -5.02971 -2.00473
54 O -5.41092 0.84386 0.05339
55 O -4.01619 -0.04868 -1.76335
56 O -5.13311 -4.21830 -1.20453
57 O 2.82038 -1.86033 -3.32069

Forces on atoms 1 to 3 (eV/Å):
H 0.00 0.00 0.00
C -0.01 -0.03 -0.03
P -0.18 0.04 -0.03

Calculated values
SMILES ... O=C(Cl)CNC(=O)OP(=O)(O)O.O=C1OCCO1.O=C1OCCO1.O=C1OCCO1.O=C1OCCO1
Charge ... 0
E ... -76056.125 eV
Maximum force ... 0.0125 Eh/bohr

=====

(5)
Density functional theory data (ωB97M-V/def2-TZVPD) for C15H21CsO16 as an isolated structure at a distorted geometry.

Element x y z (Å)
1 H -0.13017 1.20825 5.28621
2 C 2.04374 -0.13281 4.11755
3 O -1.24242 2.78810 1.41233
4 H -3.18107 -2.23820 -0.92460
5 Cs 3.26523 -0.97713 1.04765
6 H -0.93404 -2.09951 -2.05238
7 H 1.03869 0.59266 -4.89639
8 C 3.32940 0.44080 -3.02589
9 H -0.71180 -0.91632 -0.65934
10 C -2.77995 -1.26735 -1.10874
11 H 3.72364 -0.64578 -5.65977
12 O 1.08266 0.52246 0.17387
13 C 2.88065 -0.62654 -4.96310
14 O 2.50433 1.23012 -3.69642
15 H 0.80388 1.10546 -0.47494
16 H -0.75781 2.13189 -1.66361
17 C 1.09412 1.87481 3.64850
18 C 0.08709 0.93010 4.26374
19 O 3.29959 -0.81110 -3.60652
20 H 0.43146 3.12527 0.30852
21 H -0.83595 0.82265 3.73513
22 H -0.26093 -3.56403 3.66072
23 O -2.12791 1.61242 -0.27493
24 O -1.33370 -0.12434 -2.37207
25 O 0.73365 -0.27791 4.27068
26 O -2.61413 1.00784 1.73963
27 C -1.35259 2.59205 -0.90308
28 C -1.17923 -3.73694 0.81352
29 C -2.56928 0.14401 -2.89992
30 C 2.12121 0.70101 -4.95688
31 C -0.61271 3.33934 0.20747
32 H -1.95514 -2.01555 3.21892
33 H -2.05253 3.29723 -1.40824
34 H 2.22256 -1.54374 -5.21029
35 O 4.08055 0.79255 -2.18081
36 C -1.22878 -2.05562 2.36526
37 H 2.42909 1.23535 -5.83711
38 C -1.30622 -1.23138 -1.52258
39 O -0.19586 -4.06925 1.72739
40 C -0.06077 -3.04014 2.69337
41 O -1.80986 -2.64936 1.16500
42 O 2.30493 1.10371 3.75461
43 O 2.80450 -1.05154 4.14818
44 O -2.74417 0.91104 -3.80064
45 H -2.87456 -0.63035 -0.18068
46 H -0.74764 4.44427 0.14789
47 H 0.90893 1.99933 2.55185
48 H 1.25897 2.76929 4.29707
49 H 0.93710 -2.67101 2.74517
50 O -3.40742 -0.62379 -2.18874
51 H -0.96352 -1.03887 2.03850
52 O -1.45157 -4.38351 -0.12203
53 C -1.96426 1.70006 1.05097

Forces on atoms 1 to 3 (eV/Å):
H -0.19 0.14 0.37
C -0.70 -0.35 -0.83
O 0.18 -0.23 -0.55

Calculated values
Charge ... 0
E ... -49202.971 eV
Maximum force ... 0.0645 Eh/bohr

=====

(6)
Density functional theory data (ωB97M-V/def2-TZVPD) for one molecule with the formula C15H21FN2O3S.

Element x y z (Å)
1 C 3.24219 -1.17181 1.23933
2 C 2.46033 1.06806 1.37417
3 C -1.03181 -1.05870 0.79605
4 H -0.36062 -4.30984 -2.04953
5 H -4.30518 -0.95592 2.03596
6 C -2.19158 -1.24330 1.78099
7 C 3.56833 0.29570 -0.60227
8 H -0.15702 -1.61287 1.16293
9 O -2.16975 -1.15270 -1.34498
10 C -0.89086 -3.36171 -2.07666
11 C 0.06149 0.68057 -0.43789
12 C 3.73238 -0.95270 -0.03441
13 H 1.48786 1.74518 -2.19709
14 H -0.46419 -2.70228 -2.83411
15 H -1.30404 1.00760 1.08402
16 H -3.47550 2.61235 -0.52911
17 H -3.78460 -0.92950 0.33627
18 C 2.92811 1.31625 0.09007
19 C 2.61344 -0.17555 1.95994
20 N 0.23437 2.02900 -0.61350
21 H -2.34021 -2.31623 1.92508
22 H 1.08148 3.45052 -1.86520
23 O -0.72439 -2.77527 -0.79258
24 C -3.70466 1.56017 -0.39466
25 N -0.66984 0.33808 0.66225
26 C 1.34485 2.49100 -1.41280
27 H -4.72751 1.36120 -0.70190
28 H 3.92933 0.47611 -1.60355
29 H 4.21699 -1.75455 -0.56805
30 S -3.54016 1.20093 1.37987
31 O 0.50581 -0.15996 -1.19937
32 C 2.63770 2.62674 -0.58316
33 H -3.00849 0.94172 -0.95384
34 H 2.24476 -0.37813 2.95330
35 H -0.02266 2.61996 0.16340
36 H 3.45245 2.90972 -1.25038
37 H 1.96523 1.85301 1.92832
38 H -1.95077 -3.51549 -2.29129
39 F 3.38575 -2.39361 1.80070
40 H 2.50778 3.41483 0.16210
41 C -1.36137 -1.63138 -0.58750
42 C -3.52175 -0.63457 1.34916
43 H -1.89367 -0.81264 2.73992

Forces on atoms 1 to 3 (eV/Å):
C -0.03 0.12 0.00
C 0.20 0.00 -0.12
C 0.37 -0.09 -0.11

Calculated values
SMILES ... COC(=O)[C@H](CCSC)NC(=O)NCCc1ccc(F)cc1
Charge ... 0
E ... -38572.521 eV
Maximum force ... 0.0086 Eh/bohr
ΔE to the lowest compared entry with this formula, charge and spin ... 0.1798 eV

=====

(7)
Density functional theory data (ωB97M-V/def2-TZVPD) for a 2-piece molecular cluster, C15H21FO8S2 overall.

Element x y z (Å)
1 C -2.61261 -0.39383 4.63508
2 H 1.87073 -3.02650 -2.42316
3 H 2.92534 3.44193 -0.72463
4 C -0.72920 0.40502 -1.53826
5 H 0.91111 0.65814 -3.61466
6 H -1.03934 0.07231 -0.54934
7 O -3.69078 -1.39495 6.50857
8 H 1.85215 -2.01235 0.11241
9 H -1.59978 0.34226 2.84431
10 O -1.47929 -1.98025 1.53368
11 H -1.18606 -1.65523 -2.09911
12 O -2.52210 -4.01254 2.78348
13 C -3.17867 -1.61932 5.30682
14 H -1.28181 1.31756 -1.76188
15 O 0.78296 2.05328 -0.63051
16 H -3.56587 -3.70833 5.19439
17 H 0.49730 -1.85590 -0.96837
18 O -2.69150 0.65613 5.24276
19 H 0.28339 3.21261 -2.72642
20 H -0.42618 -0.74692 -3.40487
21 O -0.45013 1.70599 1.48810
22 C -2.57669 -2.96342 3.40117
23 C -2.01391 -0.53727 3.31787
24 C 0.73909 0.85172 -1.48655
25 C 1.53872 -1.58410 -0.83976
26 C 1.13085 2.75442 -3.23118
27 H 2.69007 0.29479 -0.77080
28 H -1.61946 -2.93433 1.37692
29 O 1.28457 0.17885 0.71211
30 C -1.11466 -0.67545 -2.56836
31 H 0.89275 2.75076 -4.29781
32 S 0.85017 1.68975 0.90476
33 O 1.89988 2.43780 1.50316
34 H -2.10356 -0.45536 -2.96526
35 C 2.40443 -2.21694 -1.92745
36 C 2.37654 3.62798 -3.08580
37 C 1.32983 1.27541 -2.82773
38 C 1.67091 -0.08102 -0.68053
39 S 2.61250 4.48316 -1.50259
40 C -3.16040 -2.82473 4.72243
41 H 2.31799 4.44856 -3.79909
42 F 2.75237 -1.29705 -2.90462
43 H 2.39716 1.06411 -2.82593
44 C -1.99735 -1.74327 2.73898
45 H 3.32930 -2.62447 -1.52473
46 H -3.57484 -0.43919 6.67611
47 H 3.27406 3.06018 -3.32371

Forces on atoms 1 to 3 (eV/Å):
C 0.18 0.04 -0.34
H -0.04 -0.04 -0.01
H -0.03 -0.08 -0.04

Calculated values
SMILES ... CC[C@@]1(CCCS)OS(=O)(=O)O[C@H]1CCF.O=C1C=C(O)C(=O)C=C1O
Charge ... 0
E ... -56662.527 eV
Maximum force ... 0.0120 Eh/bohr
ΔE to the lowest compared entry with this formula, charge and spin ... 0.0000 eV

=====

(8)
Density functional theory data (ωB97M-V/def2-TZVPD) for one molecule with the formula C15H21N3O5 at a distorted geometry.

Element x y z (Å)
1 C -0.24325 0.36178 -0.80653
2 H -3.44983 3.10391 2.05684
3 H 0.75223 1.06923 2.57249
4 H 3.48900 1.68302 1.27762
5 O 2.88008 -1.00218 -1.84123
6 C -2.60219 2.85355 2.72667
7 H 0.00724 -2.12991 -1.39674
8 H 2.66709 -3.45491 -0.85932
9 N 2.68411 -0.33287 1.42578
10 C -4.76405 0.17953 0.12796
11 C 1.65103 -3.52263 -1.29373
12 C 2.84078 1.05661 1.88457
13 O -1.45461 2.52118 1.98543
14 O 0.85444 1.88104 0.64764
15 C 3.95045 -1.01881 1.18124
16 C -1.28233 -0.57745 -3.61443
17 H -4.31525 -1.17916 -1.53020
18 H -2.87029 2.07313 3.41149
19 H -2.34883 3.77858 3.24881
20 H -1.48063 -1.36291 -4.34911
21 C -1.50866 1.57227 0.94278
22 C -2.61377 0.02488 -0.61160
23 H 4.56693 -1.03445 2.06193
24 C 1.69189 -1.03634 -1.54009
25 C 1.40579 1.68093 1.95276
26 H -2.04133 0.24438 -3.70615
27 H 2.04890 -0.38935 0.63519
28 N 1.03321 0.15207 -1.34383
29 C -3.98066 -0.45672 -0.80459
30 O -4.00793 0.97350 0.91964
31 H 1.75725 -4.02524 -2.25507
32 C -1.43146 -0.26645 -1.27773
33 N 1.01675 -2.21463 -1.41891
34 C -2.69671 0.88326 0.52640
35 H 1.06038 -4.14303 -0.60981
36 H 4.49990 -0.53090 0.34333
37 C -0.29884 1.23870 0.31284
38 H -5.83647 0.10082 0.21478
39 H 1.63287 0.94282 -1.34927
40 H -0.26511 -0.17318 -3.73296
41 H 3.26763 1.01966 2.89740
42 H 1.43116 2.66563 2.39763
43 O -1.45988 -1.16745 -2.31777
44 H 3.76295 -2.04192 0.90779

Forces on atoms 1 to 3 (eV/Å):
C -1.16 -0.53 0.35
H 0.32 -0.31 0.40
H -0.01 -0.23 -0.17

Calculated values
SMILES ... CNCCOc1c(NC(=O)NC)c(OC)c2ccoc2c1OC
Charge ... 0
E ... -30601.678 eV
Maximum force ... 0.0573 Eh/bohr
ΔE to the lowest compared entry with this formula, charge and spin ... 3.7810 eV